Run P
ORCA calculation (the ωB97M-V functional and the def2-TZVPD basis) on 14 unconnected molecules or ions with the total composition C56H154N14O14.

Atoms and positions in Å:
1 C 7.75 0.30 -1.94
2 C 7.56 0.50 -0.38
3 C 6.02 0.53 0.05
4 O 5.35 1.66 -0.44
5 C 5.24 2.71 0.51
6 N 8.27 -0.60 0.27
7 H 8.72 0.02 -2.35
8 H 7.45 1.18 -2.51
9 H 7.06 -0.48 -2.28
10 H 8.01 1.47 -0.17
11 H 6.03 0.37 1.13
12 H 5.42 -0.27 -0.38
13 H 6.13 3.32 0.63
14 H 4.84 2.39 1.47
15 H 4.55 3.47 0.12
16 H 8.33 -0.50 1.27
17 H 7.62 -1.37 0.33
18 C -3.80 -8.91 -1.90
19 C -2.29 -8.52 -2.13
20 C -1.44 -7.96 -0.80
21 O -0.07 -7.71 -1.15
22 C 0.02 -6.55 -2.04
23 N -1.63 -9.68 -2.67
24 H -3.91 -9.77 -1.24
25 H -4.24 -9.11 -2.88
26 H -4.18 -8.01 -1.42
27 H -2.34 -7.73 -2.87
28 H -1.45 -8.71 -0.02
29 H -1.96 -7.11 -0.37
30 H 1.02 -6.58 -2.47
31 H -0.22 -5.63 -1.50
32 H -0.71 -6.61 -2.85
33 H -0.64 -9.55 -2.48
34 H -1.89 -10.54 -2.21
35 C 1.94 0.25 -1.65
36 C 2.53 -0.12 -2.93
37 C 2.99 1.04 -3.80
38 O 1.96 1.93 -4.11
39 C 0.74 1.36 -4.74
40 N 3.70 -1.06 -2.56
41 H 1.69 -0.65 -1.10
42 H 1.02 0.80 -1.81
43 H 2.59 0.87 -1.03
44 H 1.85 -0.71 -3.54
45 H 3.47 0.65 -4.69
46 H 3.72 1.58 -3.19
47 H -0.08 2.08 -4.73
48 H 0.42 0.41 -4.33
49 H 1.02 1.19 -5.77
50 H 3.32 -1.64 -1.82
51 H 4.30 -0.41 -2.09
52 C -4.48 -1.00 -5.72
53 C -2.94 -1.07 -5.35
54 C -2.53 -2.53 -5.31
55 O -3.18 -3.33 -4.28
56 C -2.85 -4.71 -4.27
57 N -2.16 -0.28 -6.30
58 H -4.75 0.00 -6.07
59 H -5.14 -1.20 -4.88
60 H -4.59 -1.73 -6.52
61 H -2.80 -0.54 -4.40
62 H -1.45 -2.65 -5.33
63 H -2.79 -3.02 -6.25
64 H -1.77 -4.84 -4.23
65 H -3.16 -5.29 -5.15
66 H -3.18 -5.26 -3.39
67 H -2.35 -0.42 -7.28
68 H -2.26 0.67 -5.99
69 C 0.54 5.50 -4.84
70 C 1.32 5.28 -3.55
71 C 0.55 4.67 -2.34
72 O 1.38 4.73 -1.10
73 C 0.60 4.16 -0.02
74 N 2.47 4.50 -3.93
75 H 0.15 4.51 -5.09
76 H 1.01 6.03 -5.67
77 H -0.34 6.12 -4.66
78 H 1.78 6.25 -3.37
79 H 0.37 3.60 -2.41
80 H -0.45 5.11 -2.30
81 H 1.23 3.91 0.84
82 H 0.15 3.21 -0.30
83 H -0.13 4.87 0.37
84 H 2.99 4.42 -3.07
85 H 2.23 3.53 -4.07
86 C -3.09 5.65 -1.15
87 C -4.10 5.44 0.03
88 C -3.71 4.26 0.88
89 O -2.39 4.47 1.42
90 C -1.82 3.53 2.25
91 N -4.08 6.66 0.71
92 H -3.01 4.74 -1.74
93 H -2.09 5.86 -0.76
94 H -3.42 6.38 -1.89
95 H -5.08 5.19 -0.38
96 H -3.68 3.34 0.30
97 H -4.40 4.12 1.71
98 H -1.53 2.61 1.74
99 H -2.40 3.15 3.09
100 H -0.91 3.85 2.77
101 H -3.22 6.81 1.22
102 H -4.71 6.40 1.46
103 C 0.60 1.50 6.10
104 C 1.12 2.93 6.42
105 C 1.02 3.87 5.26
106 O 1.66 3.44 4.07
107 C 3.03 3.69 4.07
108 N 0.40 3.38 7.60
109 H 1.23 0.87 6.73
110 H 1.02 1.06 5.20
111 H -0.48 1.37 6.16
112 H 2.16 2.96 6.74
113 H 1.40 4.87 5.47
114 H -0.03 3.99 4.99
115 H 3.35 3.27 3.12
116 H 3.51 3.18 4.91
117 H 3.33 4.73 4.23
118 H 0.94 4.02 8.17
119 H -0.33 3.97 7.22
120 C 4.75 -2.66 2.08
121 C 5.64 -3.73 1.45
122 C 4.79 -4.77 0.74
123 O 3.70 -4.13 0.10
124 C 2.89 -5.16 -0.47
125 N 6.48 -3.03 0.45
126 H 4.14 -2.19 1.31
127 H 5.34 -1.90 2.60
128 H 4.09 -3.15 2.80
129 H 6.27 -4.25 2.17
130 H 4.32 -5.52 1.37
131 H 5.36 -5.38 0.04
132 H 3.06 -5.35 -1.53
133 H 1.88 -4.76 -0.52
134 H 2.74 -6.01 0.19
135 H 6.87 -3.76 -0.12
136 H 5.82 -2.68 -0.24
137 C -5.86 -1.13 -2.04
138 C -7.26 -0.79 -1.81
139 C -7.38 0.14 -0.60
140 O -7.22 1.56 -0.70
141 C -7.39 2.19 0.59
142 N -7.93 -0.36 -3.03
143 H -5.38 -0.43 -2.73
144 H -5.92 -2.10 -2.54
145 H -5.28 -1.20 -1.12
146 H -7.85 -1.64 -1.48
147 H -6.72 -0.26 0.17
148 H -8.41 -0.05 -0.31
149 H -7.45 3.26 0.40
150 H -6.47 1.94 1.12
151 H -8.28 1.78 1.05
152 H -8.72 0.20 -2.75
153 H -7.29 0.37 -3.30
154 C 7.96 3.74 4.12
155 C 8.20 2.27 4.49
156 C 7.08 1.27 4.15
157 O 5.87 1.64 4.74
158 C 4.98 0.55 5.01
159 N 9.43 1.83 3.93
160 H 7.55 3.86 3.11
161 H 8.85 4.36 4.15
162 H 7.19 4.14 4.79
163 H 8.39 2.18 5.56
164 H 7.35 0.22 4.29
165 H 6.80 1.40 3.10
166 H 4.10 0.95 5.51
167 H 5.36 -0.18 5.73
168 H 4.69 -0.01 4.13
169 H 9.60 2.12 2.98
170 H 9.48 0.83 3.97
171 C -1.54 3.90 -8.22
172 C -2.91 3.23 -8.30
173 C -3.63 3.30 -6.90
174 O -2.96 2.56 -5.87
175 C -3.58 2.65 -4.58
176 N -3.67 3.77 -9.43
177 H -0.93 3.58 -7.38
178 H -1.61 4.97 -8.07
179 H -0.98 3.80 -9.15
180 H -2.72 2.16 -8.35
181 H -4.69 3.10 -6.98
182 H -3.40 4.36 -6.73
183 H -3.02 2.06 -3.86
184 H -4.59 2.24 -4.56
185 H -3.61 3.67 -4.19
186 H -3.22 3.58 -10.32
187 H -4.51 3.23 -9.56
188 C -4.44 1.91 5.04
189 C -3.90 0.50 4.63
190 C -5.02 -0.46 4.02
191 O -4.40 -1.71 3.75
192 C -5.21 -2.66 3.01
193 N -2.75 0.70 3.85
194 H -3.68 2.44 5.61
195 H -5.38 1.92 5.59
196 H -4.63 2.55 4.18
197 H -3.55 0.04 5.55
198 H -5.34 -0.14 3.02
199 H -5.88 -0.60 4.67
200 H -5.51 -2.30 2.02
201 H -6.22 -2.78 3.40
202 H -4.81 -3.67 3.06
203 H -2.20 -0.15 3.89
204 H -2.91 0.62 2.86
205 C -1.24 -1.96 -0.21
206 C -1.34 -1.33 1.28
207 C -0.06 -0.98 2.09
208 O 0.70 0.05 1.42
209 C 1.82 0.68 2.11
210 N -2.14 -0.16 1.04
211 H -2.19 -2.32 -0.62
212 H -0.52 -2.76 -0.05
213 H -0.82 -1.32 -0.98
214 H -1.90 -2.01 1.92
215 H 0.51 -1.90 2.18
216 H -0.29 -0.51 3.05
217 H 2.52 -0.10 2.39
218 H 1.53 1.30 2.96
219 H 2.31 1.42 1.48
220 H -1.65 0.44 0.39
221 H -3.08 -0.33 0.71
222 C -0.77 -2.61 5.45
223 C -0.80 -3.87 4.56
224 C -0.12 -5.04 5.41
225 O 1.27 -5.00 5.70
226 C 2.03 -4.78 4.51
227 N -2.18 -4.19 4.30
228 H -1.26 -1.71 5.08
229 H 0.22 -2.29 5.75
230 H -1.25 -2.74 6.42
231 H -0.16 -3.66 3.70
232 H -0.35 -5.93 4.82
233 H -0.69 -5.25 6.32
234 H 2.02 -3.72 4.28
235 H 1.74 -5.30 3.60
236 H 3.05 -5.08 4.76
237 H -2.72 -3.40 3.96
238 H -2.57 -4.61 5.13

As for the charge: 0. Its orbital gap is 0.3157 hartree.

=====

Run Q
ORCA calculation (the ωB97M-V functional and the def2-TZVPD basis) on 14 unconnected molecules or ions with the total composition C56H154N14O14.

Atoms and positions in Å:
1 C -0.44 2.25 3.87
2 C 0.18 1.12 4.75
3 C 0.01 1.41 6.20
4 O 0.92 2.40 6.60
5 C 0.63 2.87 7.97
6 N -0.52 -0.13 4.47
7 H -1.50 2.42 4.17
8 H -0.36 1.96 2.82
9 H 0.13 3.17 4.03
10 H 1.22 1.04 4.48
11 H 0.19 0.52 6.83
12 H -1.06 1.68 6.35
13 H 0.66 2.07 8.74
14 H -0.40 3.27 7.92
15 H 1.25 3.72 8.20
16 H -0.12 -0.91 4.95
17 H -0.48 -0.30 3.46
18 C -0.88 1.83 -2.68
19 C -1.38 3.16 -3.13
20 C -1.27 3.37 -4.61
21 O 0.04 3.11 -5.10
22 C 1.02 4.03 -4.84
23 N -2.72 3.41 -2.56
24 H -1.03 1.69 -1.59
25 H 0.18 1.67 -2.87
26 H -1.40 1.00 -3.13
27 H -0.73 3.95 -2.70
28 H -1.50 4.37 -4.95
29 H -1.90 2.66 -5.18
30 H 0.99 4.89 -5.50
31 H 1.96 3.49 -4.98
32 H 1.05 4.32 -3.76
33 H -3.22 4.22 -2.91
34 H -3.32 2.60 -2.72
35 C 4.86 -5.49 -0.69
36 C 3.76 -4.50 -0.29
37 C 2.45 -5.13 -0.58
38 O 2.14 -5.14 -1.94
39 C 0.89 -5.75 -2.15
40 N 3.69 -4.18 1.20
41 H 5.81 -4.96 -0.67
42 H 4.71 -5.99 -1.69
43 H 4.99 -6.23 0.13
44 H 3.94 -3.56 -0.83
45 H 1.75 -4.58 0.05
46 H 2.40 -6.15 -0.21
47 H 0.97 -6.82 -1.95
48 H 0.47 -5.62 -3.15
49 H 0.14 -5.33 -1.42
50 H 4.43 -3.50 1.41
51 H 3.90 -5.03 1.77
52 C -2.77 8.03 -0.01
53 C -2.31 6.65 -0.52
54 C -0.79 6.52 -0.38
55 O -0.32 5.28 -0.83
56 C -0.17 4.22 0.16
57 N -3.09 5.59 0.11
58 H -3.87 8.07 -0.06
59 H -2.28 8.81 -0.62
60 H -2.50 8.25 1.04
61 H -2.54 6.57 -1.58
62 H -0.50 6.68 0.67
63 H -0.31 7.22 -1.07
64 H -0.25 3.26 -0.38
65 H -0.89 4.37 0.95
66 H 0.83 4.31 0.59
67 H -2.87 4.72 -0.31
68 H -2.99 5.62 1.12
69 C -3.05 -1.82 6.18
70 C -3.96 -0.79 5.56
71 C -5.02 -1.46 4.66
72 O -4.46 -1.71 3.41
73 C -5.24 -2.54 2.61
74 N -4.66 -0.07 6.65
75 H -2.56 -2.46 5.45
76 H -3.62 -2.45 6.89
77 H -2.27 -1.31 6.75
78 H -3.37 -0.09 4.92
79 H -5.94 -0.86 4.51
80 H -5.35 -2.38 5.14
81 H -6.27 -2.19 2.29
82 H -5.49 -3.48 3.17
83 H -4.64 -2.73 1.74
84 H -4.01 0.26 7.36
85 H -5.12 0.81 6.38
86 C 6.54 7.01 -5.09
87 C 6.33 6.01 -3.93
88 C 5.74 4.72 -4.43
89 O 5.70 3.67 -3.50
90 C 4.58 3.74 -2.65
91 N 7.43 5.91 -3.08
92 H 5.78 6.80 -5.88
93 H 7.51 6.90 -5.55
94 H 6.35 8.02 -4.73
95 H 5.53 6.42 -3.32
96 H 6.28 4.34 -5.30
97 H 4.67 4.90 -4.73
98 H 4.38 2.69 -2.39
99 H 3.69 4.08 -3.20
100 H 4.74 4.35 -1.75
101 H 7.24 5.53 -2.17
102 H 8.26 5.44 -3.47
103 C -3.60 2.40 0.90
104 C -4.46 2.30 2.16
105 C -4.81 3.66 2.66
106 O -3.59 4.31 3.12
107 C -3.99 5.43 3.84
108 N -5.72 1.68 1.87
109 H -3.33 1.39 0.52
110 H -2.65 2.93 1.08
111 H -4.20 2.87 0.14
112 H -3.85 1.76 2.91
113 H -5.39 3.55 3.60
114 H -5.33 4.36 2.00
115 H -3.04 5.88 4.20
116 H -4.57 5.28 4.77
117 H -4.49 6.17 3.15
118 H -6.14 1.32 2.73
119 H -5.73 0.96 1.17
120 C -2.75 -5.06 -1.35
121 C -4.18 -5.38 -0.90
122 C -4.51 -6.84 -1.12
123 O -5.93 -6.94 -0.94
124 C -6.44 -8.25 -1.09
125 N -4.34 -4.93 0.50
126 H -2.08 -5.72 -0.79
127 H -2.51 -4.04 -1.08
128 H -2.53 -5.19 -2.40
129 H -4.85 -4.80 -1.54
130 H -3.97 -7.48 -0.38
131 H -4.27 -7.20 -2.13
132 H -5.93 -8.89 -0.36
133 H -6.22 -8.74 -2.07
134 H -7.53 -8.25 -0.92
135 H -5.18 -5.32 0.91
136 H -3.56 -5.23 1.07
137 C 0.71 -5.90 2.97
138 C 0.02 -4.51 2.76
139 C -1.10 -4.25 3.73
140 O -2.19 -5.16 3.44
141 C -2.97 -5.34 4.62
142 N 1.01 -3.41 2.94
143 H 1.12 -6.03 3.98
144 H 1.52 -6.12 2.27
145 H -0.18 -6.56 2.89
146 H -0.41 -4.57 1.76
147 H -1.40 -3.19 3.72
148 H -0.77 -4.44 4.78
149 H -3.46 -4.39 4.82
150 H -2.34 -5.66 5.48
151 H -3.70 -6.13 4.46
152 H 0.69 -2.59 2.41
153 H 1.95 -3.69 2.59
154 C 5.12 3.16 2.02
155 C 4.02 2.10 2.02
156 C 4.01 1.28 3.30
157 O 3.12 0.15 3.07
158 C 3.12 -0.84 4.12
159 N 2.73 2.77 1.83
160 H 4.97 3.89 2.80
161 H 5.03 3.73 1.10
162 H 6.13 2.73 2.01
163 H 4.18 1.41 1.20
164 H 3.69 1.88 4.16
165 H 5.03 0.89 3.43
166 H 2.60 -1.69 3.70
167 H 2.52 -0.52 4.94
168 H 4.13 -1.11 4.33
169 H 2.73 3.54 2.51
170 H 1.97 2.18 2.14
171 C 7.27 -0.48 0.95
172 C 5.98 -0.54 0.18
173 C 6.17 -1.14 -1.24
174 O 7.10 -0.42 -2.00
175 C 6.59 0.74 -2.55
176 N 4.99 -1.39 0.81
177 H 7.19 0.12 1.86
178 H 8.09 -0.11 0.34
179 H 7.57 -1.48 1.31
180 H 5.51 0.45 0.07
181 H 5.26 -1.26 -1.81
182 H 6.58 -2.15 -1.06
183 H 5.58 0.41 -2.88
184 H 7.10 1.01 -3.47
185 H 6.50 1.58 -1.86
186 H 4.64 -1.00 1.69
187 H 4.12 -1.49 0.29
188 C 2.37 -0.33 -6.54
189 C 1.25 -0.94 -5.69
190 C 1.65 -0.90 -4.23
191 O 0.61 -1.25 -3.33
192 C 0.37 -2.69 -3.42
193 N -0.01 -0.31 -5.95
194 H 2.52 0.72 -6.29
195 H 2.11 -0.33 -7.59
196 H 3.34 -0.84 -6.57
197 H 1.27 -1.99 -5.95
198 H 1.90 0.15 -3.99
199 H 2.52 -1.56 -4.06
200 H 1.32 -3.17 -3.25
201 H -0.07 -3.01 -4.36
202 H -0.28 -2.86 -2.59
203 H -0.42 -0.33 -5.03
204 H 0.03 0.70 -6.14
205 C -5.48 -0.87 -6.12
206 C -4.02 -1.18 -6.10
207 C -3.63 -1.62 -4.69
208 O -3.71 -0.47 -3.79
209 C -3.38 -0.87 -2.50
210 N -3.68 -2.30 -6.99
211 H -6.18 -1.68 -5.79
212 H -5.80 -0.58 -7.13
213 H -5.64 0.02 -5.59
214 H -3.44 -0.28 -6.30
215 H -2.59 -1.90 -4.77
216 H -4.23 -2.51 -4.42
217 H -3.93 -1.81 -2.26
218 H -3.69 -0.09 -1.80
219 H -2.29 -1.06 -2.40
220 H -4.14 -2.19 -7.87
221 H -2.68 -2.37 -7.12
222 C 1.77 0.79 -0.70
223 C 1.30 -0.19 0.35
224 C -0.24 -0.23 0.37
225 O -0.58 -0.99 1.50
226 C -1.97 -1.15 1.68
227 N 1.87 -1.50 0.03
228 H 2.84 0.68 -0.81
229 H 1.41 1.80 -0.55
230 H 1.34 0.49 -1.64
231 H 1.65 0.22 1.29
232 H -0.57 -0.82 -0.52
233 H -0.65 0.78 0.40
234 H -2.47 -1.44 0.76
235 H -2.45 -0.25 2.08
236 H -2.09 -1.90 2.45
237 H 1.55 -1.72 -0.90
238 H 1.54 -2.21 0.66

As for the charge: 0. Its orbital gap is 0.3345 hartree.

=====

Ranked by calculated energy, most stable first: run Q, run P.